[1]
{
  "formula": "C14H18F3IN6O7Ti",
  "method": "ωB97M-V/def2-TZVPD",
  "elements": ["Ti", "N", "N", "C", "N", "N", "N", "O", "O", "H", "H", "H", "H", "H", "F", "C", "F", "F", "C", "O", "O", "C", "N", "C", "C", "C", "O", "H", "H", "H", "H", "H", "H", "H", "H", "H", "I", "C", "C", "C", "C", "C", "C", "C", "O", "O", "H", "H", "H", "H"],
  "xyz": [[0.15926, 0.59406, -1.04331], [-0.15222, -0.31393, 2.66927], [1.20358, -0.62040, 2.69553], [2.00822, -0.28042, 1.68083], [3.27458, -0.69684, 1.70068], [1.50878, 0.54470, 0.75028], [2.11542, 0.66322, -0.44196], [1.61623, 1.68883, -1.11302], [3.10180, 0.03253, -0.86243], [-0.44709, -0.00338, 3.58290], [-0.69896, -1.11604, 2.36720], [1.56981, -1.24460, 3.39683], [3.61148, -1.29627, 2.43412], [3.79728, -0.62506, 0.84085], [-1.69835, -1.90300, -2.51450], [-2.30431, -1.57462, -1.36587], [-3.41172, -2.26490, -1.26362], [-2.64931, -0.25942, -1.46790], [-1.32258, -1.71706, -0.15231], [-1.67520, -2.34531, 0.80929], [-0.19420, -1.09675, -0.33599], [-3.04051, 4.60108, -0.03404], [-2.58071, 3.22069, 0.12324], [-3.60345, 2.23881, 0.47958], [-1.32845, 2.85744, -0.05116], [-0.26815, 3.88478, -0.29093], [-1.00297, 1.62811, 0.01294], [-4.12547, 4.60015, -0.00002], [-2.73329, 5.01400, -0.99262], [-2.67528, 5.24127, 0.76893], [-4.16591, 2.60404, 1.33750], [-3.13137, 1.29675, 0.73334], [-4.28976, 2.08498, -0.35315], [-0.63177, 4.90284, -0.22613], [0.17494, 3.71787, -1.27250], [0.51955, 3.72978, 0.44564], [-0.38622, 0.07472, -9.63457], [-0.22610, 0.20727, -7.55205], [-0.88637, 1.23288, -6.88492], [-0.76948, 1.33536, -5.51260], [0.00558, 0.41526, -4.80763], [0.65534, -0.61598, -5.48514], [0.54317, -0.71920, -6.85795], [0.10811, 0.49854, -3.35645], [0.80584, -0.30879, -2.67235], [-0.53146, 1.38217, -2.66908], [-1.49371, 1.93927, -7.43300], [-1.26813, 2.13436, -4.98018], [1.25078, -1.32764, -4.92869], [1.04286, -1.51715, -7.38877]],
  "e_above_lowest_ev": 2.298,
  "total_charge": 1,
  "homo_lumo_gap_ha": [0.281, 0.258],
  "energy_ev": -77446.516,
  "lumo_energy_ev": [-3.314, -4.146],
  "spin_multiplicity": 2,
  "e_homo_ev": [-10.948, -11.176]
}



[2]
{
  "formula": "C15H25NO2",
  "method": "ωB97M-V/def2-TZVPD",
  "elements": ["C", "C", "C", "C", "C", "C", "C", "O", "C", "C", "C", "C", "N", "C", "C", "O", "C", "C", "H", "H", "H", "H", "H", "H", "H", "H", "H", "H", "H", "H", "H", "H", "H", "H", "H", "H", "H", "H", "H", "H", "H", "H", "H"],
  "xyz": [[2.20345, 3.25268, -4.33994], [1.80096, 1.77872, -4.26523], [1.21956, 1.46237, -2.91615], [-0.14287, 1.60385, -2.67797], [-0.65186, 1.35338, -1.41901], [0.16989, 0.95898, -0.37646], [1.53379, 0.81031, -0.60193], [2.47865, 0.46411, 0.31983], [2.13245, -0.03367, 1.59573], [2.12116, -1.56697, 1.62463], [0.92526, -2.19570, 0.90948], [-0.36390, -2.07947, 1.71805], [-1.50214, -2.46453, 0.90326], [-2.78663, -2.14385, 1.49352], [-3.07070, -0.63685, 1.38690], [-2.40946, 0.17327, 2.33584], [-2.97634, 0.15623, 3.62067], [2.04174, 1.06949, -1.87607], [1.33711, 3.88931, -4.17488], [2.62588, 3.48528, -5.31508], [2.94375, 3.47940, -3.57620], [2.67989, 1.15667, -4.44506], [1.06576, 1.56631, -5.04420], [-0.80030, 1.90805, -3.47934], [-1.71039, 1.46831, -1.23461], [-0.27470, 0.77512, 0.58772], [2.92713, 0.32528, 2.25955], [1.18407, 0.37667, 1.94940], [3.04340, -1.90841, 1.15024], [2.13609, -1.89199, 2.66747], [1.13519, -3.25223, 0.72438], [0.77452, -1.71617, -0.05842], [-0.52263, -1.04455, 2.01953], [-0.28121, -2.68626, 2.63975], [-1.44967, -3.45526, 0.68755], [-2.86463, -2.46458, 2.54756], [-3.55877, -2.66603, 0.92405], [-4.15520, -0.46703, 1.45401], [-2.71107, -0.29516, 0.41389], [-2.88023, -0.82251, 4.10421], [-4.03862, 0.42861, 3.58610], [-2.43262, 0.89552, 4.20635], [3.10423, 0.95330, -2.02907]],
  "e_above_lowest_ev": 1.855,
  "homo_lumo_gap_ha": 0.333,
  "smiles": "CCc1cccc(OCCCCNCCOC)c1",
  "energy_ev": -21544.922,
  "lumo_energy_ev": 0.943,
  "e_homo_ev": -8.131
}



[3]
{
  "formula": "C8H8NP",
  "method": "ωB97M-V/def2-TZVPD",
  "elements": ["C", "C", "C", "C", "C", "C", "C", "C", "N", "P", "H", "H", "H", "H", "H", "H", "H", "H"],
  "xyz": [[2.52259, 0.02645, -0.00094], [2.06004, 1.26808, -0.29066], [1.70869, -1.12310, -0.06825], [0.64211, 1.44973, -0.42629], [0.39330, -0.95639, -0.35881], [-0.13646, 0.30034, -0.50830], [-0.76013, -1.83591, -0.21738], [-1.96423, -1.35782, -0.19508], [-2.54082, 1.09213, 0.85084], [-1.96694, 0.40873, -0.58695], [3.49305, -0.04623, 0.35055], [2.80038, 2.07064, -0.08147], [2.13719, -2.05270, 0.10278], [0.13081, 2.33559, -0.63264], [-0.51984, -2.99222, -0.29284], [-2.95676, -1.84721, 0.02493], [-1.96579, 1.37879, 1.70268], [-3.07720, 1.88112, 0.62782]],
  "homo_lumo_gap_ha": [0.208, 0.183],
  "energy_ev": -19199.290,
  "lumo_energy_ev": [1.076, -3.326],
  "spin_multiplicity": 3,
  "e_homo_ev": [-4.589, -8.315]
}



[4]
{
  "formula": "C3H2N2O",
  "method": "ωB97M-V/def2-TZVPD",
  "elements": ["C", "C", "C", "N", "N", "O", "H", "H"],
  "xyz": [[-1.61127, 0.27620, -0.09599], [0.86967, -0.78071, 0.00424], [-0.36862, -0.18360, 0.10751], [-2.74640, 0.47122, -0.04864], [0.60056, 0.13448, 1.00703], [1.76170, -1.39999, -0.42703], [0.46042, 0.49697, -1.91785], [1.03394, 0.98542, 1.37075]],
  "e_above_lowest_ev": 5.445,
  "homo_lumo_gap_ha": [0.352, 0.288],
  "energy_ev": -8164.268,
  "lumo_energy_ev": [-1.340, -1.139],
  "e_homo_ev": [-10.905, -8.986]
}



[5]
{
  "formula": "C26H31N6O6PPd",
  "method": "ωB97M-V/def2-TZVPD",
  "elements": ["Pd", "C", "C", "C", "O", "C", "O", "O", "H", "H", "H", "H", "H", "H", "H", "C", "O", "C", "C", "C", "C", "C", "C", "C", "N", "C", "C", "N", "C", "C", "C", "C", "N", "C", "C", "N", "C", "C", "C", "C", "H", "H", "H", "H", "H", "H", "H", "H", "H", "H", "H", "H", "H", "H", "N", "C", "P", "O", "O", "C", "N", "H", "H", "H", "H", "H", "H", "H", "H", "H", "H"],
  "xyz": [[-0.93176, -0.39966, 1.99488], [-3.43615, 0.03582, 6.14456], [-3.64932, -0.21377, 4.65747], [-5.12278, -0.16931, 4.28753], [-3.10233, -1.51654, 4.37184], [-2.87977, 0.85667, 3.87943], [-3.38332, 1.92820, 3.63757], [-1.60852, 0.59497, 3.55974], [-3.92387, -0.75179, 6.71793], [-3.86175, 0.99660, 6.42887], [-2.37224, 0.04842, 6.39071], [-5.67324, -0.90885, 4.86903], [-5.26378, -0.37197, 3.22198], [-5.53389, 0.81710, 4.48695], [-3.46064, -1.78060, 3.51895], [5.50368, 3.38885, -9.38539], [4.82194, 4.19276, -8.42819], [4.25032, 3.58349, -7.37757], [3.59888, 4.42807, -6.47039], [2.98324, 3.90469, -5.36040], [2.99974, 2.52399, -5.12317], [3.64529, 1.69387, -6.03137], [4.27111, 2.20748, -7.15622], [2.33643, 2.01464, -3.92954], [1.64153, 2.74382, -3.07663], [1.21218, 1.87269, -2.12637], [1.64395, 0.58475, -2.38811], [2.36493, 0.69583, -3.55188], [1.33773, -0.52198, -1.55067], [1.74575, -1.85682, -1.72308], [1.36975, -2.79986, -0.80320], [0.56717, -2.43748, 0.28432], [0.16160, -1.19223, 0.46676], [0.54909, -0.23535, -0.42323], [0.11801, 1.10023, -0.13277], [-0.61806, 1.26733, 1.00511], [-1.07064, 2.46961, 1.32561], [-0.81157, 3.58081, 0.50955], [-0.06122, 3.44334, -0.62667], [0.42302, 2.16819, -0.97115], [5.88653, 4.07730, -10.13130], [4.81924, 2.68274, -9.85934], [6.33493, 2.85349, -8.92275], [3.59574, 5.49106, -6.66735], [2.48059, 4.55478, -4.65830], [3.66969, 0.61870, -5.89322], [4.76154, 1.53733, -7.84541], [2.85172, -0.03269, -4.04300], [2.35447, -2.14034, -2.57207], [1.67450, -3.83149, -0.90351], [0.24929, -3.18855, 0.99186], [-1.64876, 2.55668, 2.23601], [-1.20801, 4.53975, 0.81041], [0.16803, 4.28474, -1.26719], [-2.90429, -5.56338, 2.50677], [-2.87076, -4.53394, 3.60640], [-1.33285, -3.57678, 3.27289], [-0.36452, -4.61575, 2.83714], [-1.68250, -2.42814, 2.34184], [-0.88434, -2.86385, 4.90517], [0.01120, -1.69337, 4.65165], [-3.21252, -5.16083, 1.62025], [-3.51128, -6.35325, 2.72869], [-1.93063, -5.89190, 2.37675], [-2.77205, -5.08889, 4.53847], [-3.79209, -3.95798, 3.61101], [-0.36754, -3.58425, 5.53463], [-1.78466, -2.49030, 5.39026], [-0.27411, -1.27265, 3.74164], [0.99430, -1.95755, 4.58753], [-0.09137, -0.95671, 5.35129]],
  "e_above_lowest_ev": 0.763,
  "total_charge": 2,
  "homo_lumo_gap_ha": 0.214,
  "energy_ev": -61449.459,
  "lumo_energy_ev": -5.869,
  "e_homo_ev": -11.695
}



| no. | F_max (Eh/bohr) |
| --- | --- |
| 1 | 0.0537 |
| 2 | 0.0114 |
| 3 | 0.1642 |
| 4 | 0.0479 |
| 5 | 0.0379 |